Model w:
Here is C7H17NO2 as an isolated structure from the Open Molecules 2025 dataset. Energies are from the ωB97M-V functional and the def2-TZVPD basis.

LUMO = 0.76 eV
HOMO energy = -0.3210 Eh
HOMO-LUMO gap = 0.3489 Ha

ORCA input file:
```
! wB97M-V def2-TZVPD RIJCOSX def2/J DEFGRID3
* xyz 0 1
C 1.68 -0.30 -0.48
C 1.54 -0.05 -1.98
C 2.00 -1.78 -0.21
N 2.70 0.61 0.05
C 0.39 0.10 0.25
O 0.43 -0.10 1.58
H 3.61 0.38 -0.32
H 2.73 0.52 1.06
H 0.12 1.13 -0.04
H 1.35 1.01 -2.17
H 0.71 -0.63 -2.40
H 2.46 -0.33 -2.50
H 1.27 -2.44 -0.68
H 2.02 -1.97 0.86
H 2.98 -2.03 -0.63
C -2.56 0.28 0.73
C -2.85 1.23 -0.39
C -2.08 0.69 1.97
O -0.81 -0.67 -0.31
H -0.72 -1.54 0.10
H -3.06 -0.68 0.66
H -2.66 0.76 -1.35
H -1.98 1.76 2.12
H -3.91 1.50 -0.35
H -2.25 2.13 -0.31
H -0.69 0.27 1.92
H -2.44 0.16 2.84
*
```


Model x:
Here is a 3-piece molecular cluster, C7H17NO2 overall from the Open Molecules 2025 dataset. Energies are from the ωB97M-V functional and the def2-TZVPD basis.

SMILES string = C/C=C/C/C(C)=C/N.O.O
LUMO = 0.58 eV
HOMO energy = -0.2865 Eh
HOMO-LUMO gap = 0.3078 Ha

ORCA input file:
```
! wB97M-V def2-TZVPD RIJCOSX def2/J DEFGRID3
* xyz 0 1
C -2.66 0.35 0.20
C -1.27 0.27 -0.35
C -0.61 1.39 -0.67
N -1.16 2.66 -0.63
C -0.68 -1.11 -0.59
C 0.76 -1.24 -0.16
C 1.15 -1.96 0.88
C 2.57 -2.03 1.35
H -2.74 0.96 1.10
H -3.07 -0.63 0.45
H -3.35 0.82 -0.52
H 0.39 1.39 -1.09
H -2.01 2.78 -0.10
H -0.51 3.42 -0.50
H -1.27 -1.88 -0.08
H -0.76 -1.33 -1.66
H 1.46 -0.69 -0.78
H 0.45 -2.54 1.47
H 3.27 -1.64 0.60
H 2.90 -3.02 1.63
H 2.69 -1.37 2.22
H -0.03 0.91 1.85
H -0.68 -0.35 2.40
O -0.34 0.52 2.67
H 1.02 0.56 -3.15
H 2.52 0.26 -3.21
O 1.88 0.78 -2.71
*
```


Stability summary: most stable model x, least stable model w.


Model w:
Here is a 2-piece molecular cluster, CH2BrF2P overall from the Open Molecules 2025 dataset. Energies are from the ωB97M-V functional and the def2-TZVPD basis.

LUMO (alpha / beta) = -0.85 / -1.72 eV
HOMO energy (alpha / beta) = -0.3323 / -0.3728 Eh
HOMO-LUMO gap (alpha / beta) = 0.3008 / 0.3097 Ha

ORCA input file:
```
! wB97M-V def2-TZVPD RIJCOSX def2/J DEFGRID3
* xyz 0 1
C -0.56 -0.01 -0.57
F -1.69 0.57 -0.99
F 0.16 -0.34 -1.67
P 0.74 0.93 0.48
Br -0.53 0.89 2.20
H -0.75 -1.06 -0.10
H 2.63 -0.98 0.66
*
```


Model x:
Here is CH2BrF2P in the gas phase from the Open Molecules 2025 dataset. Energies are from the ωB97M-V functional and the def2-TZVPD basis.

LUMO = -1.08 eV
HOMO energy = -0.2929 Eh
HOMO-LUMO gap = 0.2531 Ha

ORCA input file:
```
! wB97M-V def2-TZVPD RIJCOSX def2/J DEFGRID3
* xyz 0 1
C -0.62 -0.80 -0.09
F 0.13 -1.88 -0.21
F -1.89 -1.22 0.22
P -0.07 0.24 1.39
Br 1.48 1.32 0.16
H -0.70 -0.26 -0.97
H 1.67 2.61 -0.52
*
```


Stability summary: most stable model x, least stable model w.


Model w:
Here is a 2-piece molecular cluster, C2H2O3 overall from the Open Molecules 2025 dataset. Energies are from the ωB97M-V functional and the def2-TZVPD basis.

LUMO (alpha / beta) = -0.78 / -0.23 eV
HOMO energy (alpha / beta) = -0.3240 / -0.3374 Eh
HOMO-LUMO gap (alpha / beta) = 0.2954 / 0.3290 Ha

ORCA input file:
```
! wB97M-V def2-TZVPD RIJCOSX def2/J DEFGRID3
* xyz 0 1
C -1.92 -0.21 -0.04
C 1.23 -0.26 -0.33
O -2.49 0.81 -0.23
O 2.08 -0.85 -1.06
O 1.32 0.61 0.58
H -2.45 -1.04 0.52
H 2.22 0.95 0.55
*
```


Model x:
Here is a 2-piece molecular cluster, C2H2O3 overall from the Open Molecules 2025 dataset. Energies are from the ωB97M-V functional and the def2-TZVPD basis.

LUMO = 0.33 eV
HOMO energy = -0.3765 Eh
HOMO-LUMO gap = 0.3886 Ha

ORCA input file:
```
! wB97M-V def2-TZVPD RIJCOSX def2/J DEFGRID3
* xyz 0 1
C 0.43 0.61 1.33
C -0.96 -0.47 -2.29
O -0.11 1.18 0.45
O -0.92 -1.01 -1.12
O 0.24 -0.74 -1.96
H -0.22 0.26 2.20
H 1.53 0.17 1.39
*
```


Model y:
Here is C2H2O3 in the gas phase from the Open Molecules 2025 dataset. Energies are from the ωB97M-V functional and the def2-TZVPD basis.

SMILES string = O=CC1OO1
LUMO = 0.55 eV
HOMO energy = -0.3912 Eh
HOMO-LUMO gap = 0.4113 Ha

ORCA input file:
```
! wB97M-V def2-TZVPD RIJCOSX def2/J DEFGRID3
* xyz 0 1
C -0.86 -0.06 0.39
C 0.40 -0.09 -0.48
O -1.88 0.31 -0.06
O 1.19 0.77 0.11
O 1.54 -0.55 0.11
H -0.80 -0.29 1.42
H 0.43 -0.09 -1.49
*
```


Stability summary: most stable model w, least stable model x.


Model w:
Here is C2H2O3 in the gas phase from the Open Molecules 2025 dataset. Energies are from the ωB97M-V functional and the def2-TZVPD basis.

SMILES string = O=CC1OO1
LUMO = 0.31 eV
HOMO energy = -0.3721 Eh
HOMO-LUMO gap = 0.3836 Ha

ORCA input file:
```
! wB97M-V def2-TZVPD RIJCOSX def2/J DEFGRID3
* xyz 0 1
C -0.86 -0.56 -0.47
C 0.38 0.33 0.52
O -2.00 -0.51 -0.21
O 1.67 -0.01 0.35
O 1.12 1.06 -0.39
H -0.33 -1.21 -1.17
H 0.03 0.89 1.38
*
```


Model x:
Here is a 3-piece molecular cluster, C2H2O3 overall from the Open Molecules 2025 dataset. Energies are from the ωB97M-V functional and the def2-TZVPD basis.

LUMO = 0.07 eV
HOMO energy = -0.4259 Eh
HOMO-LUMO gap = 0.4286 Ha

ORCA input file:
```
! wB97M-V def2-TZVPD RIJCOSX def2/J DEFGRID3
* xyz 0 1
C 3.60 0.18 -0.07
C 4.12 -1.93 0.24
O 4.34 1.07 -0.03
O -1.10 1.65 0.23
O 3.23 -2.62 0.04
H -0.38 1.63 -0.47
H -1.10 0.83 0.71
*
```


Stability summary: most stable model x, least stable model w.


Model w:
Here is C2H3N3O2S in the gas phase from the Open Molecules 2025 dataset. Energies are from the ωB97M-V functional and the def2-TZVPD basis.

SMILES string = O=c1[nH]c(S)nn1O
LUMO = 0.53 eV
HOMO energy = -0.3245 Eh
HOMO-LUMO gap = 0.3438 Ha

ORCA input file:
```
! wB97M-V def2-TZVPD RIJCOSX def2/J DEFGRID3
* xyz 0 1
C 0.37 -0.26 0.99
C -0.96 -0.36 -0.82
H 2.09 0.08 2.41
H 0.01 2.03 -2.13
H -1.23 -1.69 0.83
N 0.84 0.65 0.22
N -0.03 0.66 -0.85
N -0.73 -0.89 0.45
O 0.42 1.17 -2.04
O -1.78 -0.69 -1.65
S 0.99 -0.70 2.57
*
```


Model x:
Here is C2H3N3O2S in the gas phase from the Open Molecules 2025 dataset. Energies are from the ωB97M-V functional and the def2-TZVPD basis.

SMILES string = [H]/N=c1/[nH]n(O)c(=S)o1
LUMO = 0.05 eV
HOMO energy = -0.3541 Eh
HOMO-LUMO gap = 0.3558 Ha

ORCA input file:
```
! wB97M-V def2-TZVPD RIJCOSX def2/J DEFGRID3
* xyz 0 1
C -1.15 -0.48 -0.04
C 1.09 -0.52 0.19
H 2.10 1.30 -0.71
H -1.26 1.56 0.42
H -2.42 -1.92 -0.04
N 0.65 0.76 0.41
N -0.67 0.86 -0.08
N -2.35 -0.88 -0.06
O 1.47 1.75 -0.11
O -0.01 -1.28 0.05
S 2.56 -1.15 -0.02
*
```


Model y:
Here is C2H3N3O2S in the gas phase from the Open Molecules 2025 dataset. Energies are from the ωB97M-V functional and the def2-TZVPD basis.

SMILES string = Nn1c(=S)[nH]oc1=O
LUMO = -0.49 eV
HOMO energy = -0.3475 Eh
HOMO-LUMO gap = 0.3294 Ha

ORCA input file:
```
! wB97M-V def2-TZVPD RIJCOSX def2/J DEFGRID3
* xyz 0 1
C -0.37 0.54 -0.44
C 0.56 -0.56 1.24
H 0.39 -2.24 -0.34
H -1.18 -2.41 0.35
H 0.91 2.14 -0.16
N -0.60 -1.91 -0.39
N -0.42 -0.69 0.21
N 0.06 1.56 0.48
O 1.02 0.65 1.29
O 1.06 -1.48 1.90
S -0.70 1.04 -2.01
*
```


Stability summary: most stable model w, least stable model y.